(1)
Here is 4 unconnected molecules or ions with the total composition C30H39BBrFNO9P2 from the OMol25 dataset. Energies are from wB97M-V/def2-TZVPD.

Calculated values
Charge: -1
LUMO: -0.7 eV
HOMO energy: -4.77 eV
Gap between HOMO and LUMO: 4.101 eV

Last column: Löwdin charge in e.
Positions of all 84 atoms, in Å:
1 C 2.400 5.226 1.229  -0.18
2 C 2.613 3.862 0.540  -0.41
3 P 1.045 2.880 0.400  1.09
4 C 1.349 1.397 1.481  -0.44
5 C 2.435 0.350 1.261  -0.17
6 C 0.677 2.481 -1.455  -0.54
7 C -0.285 1.271 -1.376  -0.18
8 C -1.411 1.209 -2.417  -0.19
9 C -2.709 0.726 -1.820  -0.19
10 F -3.215 1.642 -0.868  -0.09
11 O 0.013 3.632 -1.855  -0.07
12 B 0.978 4.572 -2.538  -0.86
13 O 0.349 5.235 -3.660  0.03
14 O 2.028 3.646 -3.045  -0.05
15 C 1.846 2.341 -2.536  -0.49
16 C 3.214 1.855 -2.018  -0.19
17 C 4.077 0.801 -2.709  -0.73
18 C 5.428 0.667 -2.009  -0.16
19 Br 3.270 -0.991 -2.798  0.65
20 P 1.269 1.549 -4.113  0.75
21 N 0.200 2.235 -5.010  -0.26
22 H 1.344 5.388 1.465  0.04
23 H 2.961 5.296 2.165  0.05
24 H 2.712 6.041 0.575  0.06
25 H 3.331 3.263 1.114  0.06
26 H 3.025 4.015 -0.456  0.05
27 H 0.377 0.897 1.527  0.03
28 H 1.495 1.841 2.475  0.07
29 H 3.426 0.799 1.170  0.05
30 H 2.476 -0.344 2.110  0.05
31 H 2.230 -0.259 0.384  0.05
32 H 0.317 0.352 -1.396  0.11
33 H -0.765 1.314 -0.390  0.08
34 H -1.174 0.508 -3.222  0.09
35 H -1.559 2.199 -2.850  0.11
36 H -3.498 0.630 -2.570  0.09
37 H -2.587 -0.219 -1.278  0.12
38 H 1.451 5.380 -1.708  0.11
39 H -0.372 5.764 -3.320  0.06
40 H 3.834 2.757 -2.077  0.13
41 H 3.132 1.591 -0.971  0.08
42 H 4.229 1.056 -3.756  0.06
43 H 5.384 -0.060 -1.195  0.06
44 H 6.202 0.335 -2.705  0.07
45 H 5.717 1.631 -1.583  0.08
46 H 0.961 0.214 -3.791  -0.05
47 H 2.497 1.342 -4.781  0.00
48 H -0.067 3.160 -4.680  -0.03
49 C -7.748 1.670 -3.783  0.02
50 C -8.796 2.034 -3.051  0.01
51 C -8.664 2.315 -1.598  -0.39
52 O -9.627 2.643 -0.937  0.09
53 C -7.316 2.182 -0.994  0.02
54 C -6.263 1.816 -1.719  0.04
55 C -6.399 1.524 -3.173  -0.37
56 O -5.443 1.189 -3.835  0.11
57 H -7.814 1.459 -4.843  0.12
58 H -9.790 2.147 -3.467  0.12
59 H -7.247 2.406 0.063  0.12
60 H -5.263 1.729 -1.308  0.10
61 C -1.800 -1.450 3.834  0.03
62 C -2.321 -2.032 4.911  0.02
63 C -1.664 -3.202 5.552  -0.38
64 O -2.148 -3.731 6.531  0.10
65 C -0.398 -3.698 4.953  0.02
66 C 0.118 -3.111 3.877  0.03
67 C -0.537 -1.948 3.229  -0.37
68 O -0.059 -1.426 2.248  0.11
69 H -2.256 -0.598 3.345  0.13
70 H -3.239 -1.692 5.372  0.12
71 H 0.079 -4.546 5.425  0.09
72 H 1.038 -3.447 3.416  0.11
73 C 2.778 -6.400 3.244  0.02
74 C 3.326 -7.216 2.348  0.03
75 C 3.169 -8.690 2.452  -0.38
76 O 3.672 -9.437 1.642  0.11
77 C 2.373 -9.217 3.592  0.02
78 C 1.824 -8.401 4.486  0.02
79 C 1.984 -6.928 4.381  -0.37
80 O 1.479 -6.188 5.198  0.09
81 H 2.883 -5.324 3.191  0.12
82 H 3.908 -6.857 1.509  0.13
83 H 2.273 -10.294 3.642  0.12
84 H 1.239 -8.755 5.325  0.12

Cartesian forces, eV/Å:
C -0.1 0.0 0.0
C 0.2 -0.1 0.0
P -0.4 0.4 0.0
C 0.1 -0.3 -0.1
C 0.1 -0.1 0.1
C 0.3 -0.2 0.0
C 0.1 -0.1 0.2
C -0.1 0.0 0.2
C -0.1 -0.1 0.0
F 0.1 0.0 0.1
O 0.1 -0.1 -0.2
B -0.1 0.0 0.2
O -0.1 -0.1 -0.1
O 0.3 0.1 0.3
C -0.2 0.4 -0.2
C 0.1 -0.2 0.0
C 0.2 0.4 -0.1
C 0.0 -0.1 0.1
Br 0.0 -0.1 0.1
P -0.2 0.0 -0.2
N -0.2 -0.1 0.2
H 0.1 0.0 0.0
H 0.0 0.0 0.0
H 0.0 0.0 0.1
H 0.0 0.1 -0.2
H 0.0 0.0 0.1
H 0.1 0.0 0.1
H -0.1 0.1 -0.1
H 0.0 0.0 -0.1
H 0.0 0.1 -0.1
H 0.1 0.0 -0.2
H -0.1 0.0 0.1
H 0.0 0.0 -0.1
H 0.0 0.2 -0.1
H 0.0 -0.1 -0.1
H 0.2 -0.1 0.0
H 0.0 0.0 -0.1
H -0.1 -0.1 -0.1
H -0.1 0.2 0.0
H -0.1 -0.1 0.1
H 0.0 -0.2 0.3
H 0.0 0.0 0.1
H -0.1 0.1 0.0
H -0.1 0.0 0.1
H 0.1 0.0 -0.1
H -0.1 -0.1 -0.1
H 0.1 -0.1 0.1
H 0.1 0.1 -0.2
C 0.0 0.0 0.0
C 0.0 0.0 0.0
C 0.1 0.0 0.0
O 0.0 0.0 0.0
C -0.1 0.0 0.0
C 0.0 0.0 -0.1
C 0.0 0.1 0.2
O -0.1 -0.1 -0.1
H 0.0 0.0 0.0
H 0.0 0.0 0.0
H 0.0 0.0 0.0
H 0.0 0.0 0.0
C 0.0 0.0 0.0
C 0.0 0.0 0.0
C 0.0 0.0 0.0
O 0.0 0.0 0.0
C -0.1 0.1 0.0
C 0.0 0.0 0.0
C 0.0 0.0 0.1
O 0.0 -0.1 -0.1
H 0.0 0.0 0.0
H 0.0 0.0 0.0
H -0.1 0.0 0.0
H 0.0 0.0 0.0
C 0.0 0.0 0.0
C 0.0 0.0 0.0
C 0.0 0.0 0.0
O 0.0 0.0 0.0
C 0.0 0.0 0.0
C 0.0 0.0 0.0
C 0.0 0.0 0.0
O 0.1 -0.1 0.0
H 0.0 0.0 0.0
H 0.0 0.0 0.0
H 0.0 0.0 0.0
H 0.0 0.0 0.0

(2)
Here is 3 unconnected molecules or ions with the total composition C30H39ClN2O13PS2 in a non-equilibrium geometry from the OMol25 dataset. Energies are from wB97M-V/def2-TZVPD.

Calculated values
Charge: +1
LUMO: -4.8 eV
ΔE to the lowest compared entry with this formula, charge and spin: 0.0 kJ/mol
HOMO energy: -11.58 eV
Gap between HOMO and LUMO: 6.826 eV

Last column: Löwdin charge in e.
Positions of all 88 atoms, in Å:
1 C -0.392 -3.977 3.646  -0.11
2 C -1.333 -2.823 4.203  -0.23
3 C -2.274 -2.149 3.112  -0.20
4 C -2.242 -0.580 3.323  -0.18
5 C -1.729 0.277 2.086  -0.14
6 C -0.633 -0.421 1.219  -0.12
7 C 0.743 -0.329 1.770  -0.03
8 C 1.091 0.364 3.128  -0.10
9 C 1.340 1.940 2.851  -0.17
10 C 2.838 2.308 3.194  -0.22
11 C 3.111 2.405 4.757  -0.23
12 S 4.274 1.100 5.349  0.40
13 O 4.820 1.482 6.650  -0.36
14 O 3.619 -0.201 5.471  -0.35
15 Cl 5.890 1.059 4.028  0.39
16 C 1.853 -0.910 1.004  0.09
17 C 3.342 -0.868 1.449  -0.43
18 O 3.764 -1.331 2.470  0.15
19 O 4.206 -0.242 0.559  0.09
20 C 1.508 -1.558 -0.299  -0.11
21 O 2.598 -2.049 -1.011  0.03
22 C 0.120 -1.659 -0.781  -0.09
23 C -0.253 -2.320 -2.139  -0.14
24 C 0.659 -3.513 -2.618  -0.18
25 C 0.824 -4.713 -1.589  -0.26
26 N 2.233 -5.170 -1.468  -0.01
27 N -0.897 -1.081 0.010  -0.13
28 P -2.622 -1.131 -0.488  0.45
29 S -2.894 0.373 -1.677  0.28
30 H -0.538 -4.881 4.305  0.08
31 H 0.687 -3.681 3.791  0.07
32 H -0.542 -4.222 2.564  0.06
33 H -1.995 -3.283 4.991  0.11
34 H -0.678 -2.087 4.742  0.10
35 H -3.323 -2.487 3.365  0.12
36 H -2.084 -2.496 2.064  0.07
37 H -3.304 -0.243 3.523  0.12
38 H -1.664 -0.248 4.230  0.10
39 H -2.618 0.639 1.512  0.08
40 H -1.253 1.209 2.512  0.12
41 H 0.272 0.232 3.877  0.10
42 H 2.014 -0.132 3.539  0.10
43 H 0.593 2.481 3.494  0.12
44 H 1.155 2.144 1.758  0.11
45 H 3.104 3.279 2.703  0.11
46 H 3.476 1.491 2.744  0.07
47 H 2.176 2.455 5.372  0.13
48 H 3.640 3.390 4.917  0.12
49 H 5.089 -0.649 0.669  0.15
50 H 3.043 -1.285 -1.428  0.14
51 H -0.158 -1.505 -2.923  0.14
52 H -1.313 -2.679 -2.217  0.08
53 H 0.179 -3.919 -3.559  0.12
54 H 1.665 -3.131 -2.958  0.10
55 H 0.139 -5.539 -1.947  0.11
56 H 0.450 -4.347 -0.591  0.10
57 H 2.584 -4.779 -0.590  0.06
58 H 2.806 -4.827 -2.239  0.06
59 H -2.943 -2.396 -1.079  0.02
60 H -3.501 -0.984 0.614  0.01
61 C -2.988 -0.675 -5.192  0.05
62 C -4.314 -0.625 -5.357  -0.23
63 C -4.969 -1.179 -6.582  -0.31
64 O -6.179 -1.130 -6.683  0.12
65 C -4.112 -1.756 -7.617  0.08
66 C -2.786 -1.802 -7.453  -0.23
67 C -2.135 -1.274 -6.216  -0.32
68 O -0.923 -1.351 -6.096  0.09
69 O -1.977 -2.328 -8.394  0.11
70 O -5.120 -0.077 -4.429  0.08
71 H -2.500 -0.280 -4.311  0.06
72 H -4.595 -2.138 -8.506  0.14
73 H -1.072 -2.244 -8.038  0.12
74 H -6.026 -0.167 -4.784  0.12
75 C -0.107 7.318 -0.377  0.09
76 C 0.100 6.629 0.749  -0.23
77 C 0.877 5.353 0.751  -0.30
78 O 1.059 4.763 1.805  0.08
79 C 1.387 4.857 -0.524  0.07
80 C 1.178 5.544 -1.653  -0.23
81 C 0.424 6.835 -1.651  -0.31
82 O 0.272 7.436 -2.696  0.13
83 O 1.636 5.105 -2.837  0.11
84 O -0.382 7.054 1.934  0.11
85 H -0.666 8.244 -0.392  0.14
86 H 1.933 3.923 -0.511  0.13
87 H 1.357 5.777 -3.491  0.13
88 H -0.098 6.388 2.587  0.12

Cartesian forces, eV/Å:
C 0.4 0.2 1.0
C 0.1 -1.0 -0.4
C -0.3 0.3 1.8
C -0.8 0.3 -0.5
C 0.1 0.2 0.1
C 1.8 0.3 1.0
C 0.4 -1.2 -1.2
C -0.2 0.2 -0.8
C 0.3 -1.0 0.3
C -0.7 -0.4 -0.1
C 0.7 1.2 -1.6
S -0.6 -1.3 4.5
O -0.2 0.7 -2.3
O 0.4 1.4 -2.0
Cl -1.0 0.1 0.2
C -3.0 0.0 -1.6
C 1.0 0.2 -0.2
O -0.9 -0.1 -0.5
O -1.4 -0.9 0.0
C -0.6 1.3 1.5
O -1.4 0.6 0.0
C 1.3 -0.1 0.8
C 0.5 0.3 -0.7
C 0.0 -0.3 -0.6
C -0.3 0.7 -0.7
N -0.9 0.3 0.7
N 1.6 -0.6 1.8
P -1.1 1.7 -2.0
S 0.1 -0.5 0.4
H 0.2 0.7 -1.1
H -1.1 -0.3 -0.3
H -0.1 0.1 1.0
H 0.7 0.6 -0.8
H -0.8 -0.5 -0.7
H 1.1 0.3 -0.5
H 0.2 0.4 0.9
H 1.2 -0.2 -0.2
H -0.5 -0.8 -0.9
H 1.0 -0.3 0.1
H -0.4 -1.0 -0.7
H 0.7 0.0 -0.7
H -1.0 0.5 -0.3
H 0.9 -0.1 -0.8
H 0.1 0.0 1.3
H -0.2 -0.9 0.5
H -0.5 1.1 0.4
H 1.0 -0.7 -0.3
H -0.3 -1.2 0.2
H -0.3 0.4 0.3
H 0.0 -0.4 0.3
H -0.2 -0.8 0.8
H 0.9 0.5 0.5
H 0.4 0.6 1.0
H -1.1 -0.4 0.6
H 0.8 0.7 0.6
H 0.4 -0.6 -0.8
H 0.3 -0.3 -0.6
H -0.2 -0.1 0.3
H 0.6 0.3 0.8
H 0.9 -0.7 0.2
C 0.4 -0.1 -0.1
C 0.0 0.5 0.9
C -0.1 -0.3 -0.7
O 0.1 0.2 0.4
C -0.3 0.1 0.2
C 0.0 -0.4 -0.9
C 0.0 0.3 0.5
O -0.1 -0.2 -0.2
O 0.0 0.4 0.9
O 0.0 -0.4 -0.8
H -0.1 0.0 0.0
H 0.0 0.0 0.0
H 0.0 0.0 -0.1
H 0.0 0.0 0.1
C 0.1 0.0 -0.3
C -0.5 0.7 0.4
C 0.3 -0.4 -0.4
O -0.2 0.3 0.1
C -0.1 0.0 0.5
C 0.5 -0.8 -0.5
C -0.4 0.7 0.2
O 0.2 -0.4 -0.1
O -0.5 0.7 0.5
O 0.5 -0.7 -0.4
H 0.0 0.0 0.0
H 0.0 0.0 0.0
H 0.1 -0.1 0.0
H -0.1 0.1 0.0

(3)
Here is a molecular structure, C30H39CoN3OS in a non-equilibrium geometry from the OMol25 dataset. Energies are from wB97M-V/def2-TZVPD.

Calculated values
2S+1: 5
Charge: -1
LUMO (alpha / beta): 2.4 / 2.4 eV
<S²>: 6.0327
HOMO energy (alpha / beta): -0.32 / -4.53 eV
Gap between HOMO and LUMO (alpha / beta): 2.762 / 6.966 eV

Last column: Löwdin spin population.
Positions of all 75 atoms, in Å:
1 Co -0.458 0.058 -0.729  2.45
2 N 0.472 2.452 -0.280  0.31
3 N 2.299 0.365 -0.502  0.02
4 C -1.674 -1.489 -0.027  0.10
5 C -1.455 -1.465 -1.450  0.03
6 C -1.984 -0.214 -1.948  0.04
7 C -2.113 0.169 -3.377  0.01
8 H -1.482 -0.489 -3.986  0.00
9 H -1.781 1.210 -3.494  0.00
10 H -3.148 0.094 -3.747  0.00
11 C -2.360 0.587 -0.808  0.03
12 C -3.020 1.915 -0.896  0.01
13 H -3.939 1.860 -1.498  0.00
14 H -2.343 2.617 -1.405  0.00
15 H -3.255 2.301 0.101  0.00
16 C -2.113 -0.189 0.388  0.04
17 C -2.512 0.209 1.772  0.01
18 H -2.368 1.289 1.890  0.00
19 H -1.896 -0.300 2.520  0.00
20 H -3.565 -0.021 1.999  0.00
21 C -0.973 -2.587 -2.310  0.01
22 H -1.628 -2.700 -3.184  0.00
23 H -0.958 -3.532 -1.756  0.00
24 H 0.044 -2.369 -2.670  0.00
25 C -1.715 -2.716 0.817  0.02
26 H -1.224 -2.531 1.779  0.00
27 H -1.195 -3.549 0.328  0.00
28 H -2.752 -3.038 1.017  0.01
29 C 0.153 3.568 0.412  0.14
30 H -0.772 3.532 0.985  0.01
31 C 0.975 4.702 0.430  0.07
32 H 0.665 5.567 1.026  0.00
33 C 2.169 4.729 -0.306  0.27
34 H 2.831 5.599 -0.309  0.03
35 C 2.512 3.597 -1.051  0.08
36 H 3.413 3.477 -1.670  0.00
37 C 1.616 2.526 -0.995  0.09
38 C 1.964 1.242 -1.691  0.02
39 H 2.822 1.392 -2.361  0.00
40 C 1.264 -0.323 0.046  0.05
41 C 3.428 0.281 0.262  0.00
42 H 4.296 0.875 0.046  0.00
43 C 3.169 -0.610 1.228  0.00
44 H 3.797 -1.011 1.998  0.00
45 N 1.847 -1.049 1.049  0.01
46 C 1.332 -2.217 1.730  0.00
47 C 1.521 -3.489 1.147  0.00
48 C 1.207 -4.637 1.889  0.00
49 H 1.400 -5.625 1.466  0.00
50 C 0.678 -4.535 3.180  0.00
51 C 0.359 -5.772 3.972  0.00
52 H -0.700 -5.815 4.259  0.00
53 H 0.949 -5.790 4.898  0.00
54 H 0.592 -6.675 3.400  0.00
55 C 0.532 -3.273 3.751  0.00
56 H 0.192 -3.199 4.788  0.00
57 C 0.853 -2.100 3.052  0.00
58 C 0.702 -0.750 3.687  0.00
59 H 1.663 -0.226 3.782  0.00
60 H 0.293 -0.868 4.697  0.00
61 H 0.014 -0.098 3.130  0.00
62 C 2.088 -3.614 -0.232  0.00
63 H 3.159 -3.368 -0.257  0.00
64 H 1.558 -2.960 -0.938  0.00
65 H 1.978 -4.646 -0.586  0.00
66 C -2.009 5.242 -2.239  0.00
67 S -1.617 4.023 -3.499  0.00
68 C 0.153 4.265 -3.595  0.00
69 O 0.842 0.705 -2.234  0.10
70 H -2.981 5.668 -2.516  0.00
71 H -1.256 6.036 -2.228  0.00
72 H -2.083 4.773 -1.252  0.00
73 H 0.494 5.050 -2.911  0.00
74 H 0.649 3.317 -3.353  0.00
75 H 0.382 4.546 -4.630  0.00

Cartesian forces, eV/Å:
Co 5.3 4.0 -0.5
N -0.4 -0.9 -0.2
N -0.5 -0.5 0.2
C -1.4 -0.4 -0.5
C -2.6 -0.8 0.2
C -1.1 -0.7 0.5
C 0.3 0.4 -0.2
H -0.1 0.3 0.0
H 0.0 -0.3 -0.2
H 0.1 0.0 0.2
C -1.1 -1.1 -0.2
C 0.4 0.5 -0.2
H 0.1 0.0 0.2
H -0.3 -0.1 0.2
H -0.1 0.0 -0.2
C -1.8 -1.0 -0.5
C 0.1 0.1 0.1
H 0.0 -0.1 0.2
H -0.2 0.1 -0.1
H 0.2 0.0 -0.1
C 0.2 0.1 -0.1
H 0.2 -0.1 0.1
H 0.0 0.1 -0.1
H -0.2 -0.2 0.0
C 0.5 -0.1 0.4
H -0.2 -0.3 -0.1
H -0.1 0.1 0.2
H 0.2 0.2 -0.1
C 0.7 1.8 0.5
H 0.0 0.1 0.0
C -1.4 -0.7 0.5
H 0.1 -0.3 -0.2
C 1.0 1.8 0.1
H -0.3 -0.2 0.1
C -1.1 -2.2 -0.3
H -0.4 0.3 0.3
C 1.9 1.2 -0.7
C -2.1 0.2 0.8
H 0.2 -0.5 0.2
C 2.2 -1.2 0.0
C 0.0 0.1 -0.5
H 0.1 0.0 0.0
C -0.1 -0.9 0.4
H 0.1 -0.1 0.2
N 0.3 0.4 0.4
C 0.4 -0.2 0.6
C 0.0 0.4 0.5
C -0.2 0.5 0.2
H -0.1 0.3 0.0
C 0.4 0.1 -0.3
C 0.0 -0.1 0.2
H 0.2 0.0 -0.1
H -0.1 -0.1 -0.1
H 0.0 0.1 0.1
C 0.0 0.3 -0.2
H 0.0 0.1 -0.3
C 0.2 -0.4 -0.6
C -0.1 0.3 0.4
H -0.2 -0.1 -0.2
H 0.1 0.0 -0.1
H 0.4 -0.2 0.0
C 0.0 -0.2 -0.4
H -0.3 0.1 0.0
H 0.3 -0.1 0.2
H 0.0 0.2 0.0
C -0.6 0.1 0.1
S -0.2 0.3 -0.1
C 0.6 -0.4 -0.5
O 0.6 -0.3 -0.7
H 0.2 0.0 0.2
H -0.2 -0.2 0.0
H 0.1 0.2 -0.1
H -0.1 -0.3 -0.1
H 0.0 0.3 0.0
H 0.2 0.0 0.2

Q: The highest charge belongs to which entry?
A: C30H39ClN2O13PS2